Formula: C6H9N
Source: the Open Molecules 2025 dataset
Level of theory: ωB97M-V with the def2-TZVPD basis set

XYZ file:
```
16
Properties=species:S:1:pos:R:3
C 2.159 0.405 0.042
C 1.428 -0.846 -0.362
C 1.935 -2.048 -0.416
C -0.041 -0.801 -0.757
N -0.857 -0.400 0.377
C -2.203 0.040 0.064
C -1.167 1.015 0.490
H 2.146 1.129 -0.779
H 3.201 0.194 0.295
H 1.678 0.862 0.913
H -0.152 -0.123 -1.626
H -0.370 -1.797 -1.077
H -2.969 -0.282 0.766
H -2.513 0.049 -0.983
H -0.773 1.694 -0.270
H -1.179 1.421 1.500
```

Properties
Relative energy (zero: lowest compared OMol25 entry of this formula, charge and spin)   5.1954 eV
E_tot   -7852.964 eV
Kohn-Sham gap   9.565 eV
Multiplicity   1